[1]
Below is C5H4O in the gas phase, with properties calculated with ωB97M-V with the def2-TZVPD basis set.

```
10
Properties=species:S:1:pos:R:3:nbo_charge:R:1
O -2.28 -0.03 -0.85 -0.692
C -1.37 -0.70 -0.01 -0.148
C 0.01 -0.23 -0.11 0.103
C 1.17 0.19 -0.13 -0.122
C 2.57 0.58 -0.84 0.040
C 2.44 0.71 0.45 -0.344
H -2.14 0.92 -0.75 0.472
H -1.44 -1.76 -0.28 0.214
H -1.65 -0.62 1.05 0.206
H 2.70 0.92 1.47 0.271
```

Results
E_tot   -267.93997 hartree
HOMO energy   -9.333 eV
Relative energy (zero: lowest compared OMol25 entry of this formula, charge and spin)   452.6 kJ/mol
E_LUMO   -0.1 eV
Multiplicity   1
Gap between HOMO and LUMO   9.22 eV

=====

[2]
Below is C5H4O in the gas phase in a non-equilibrium geometry, with properties calculated with ωB97M-V with the def2-TZVPD basis set.

```
10
Properties=species:S:1:pos:R:3:nbo_charge:R:1
C -0.48 0.61 0.16 -0.295
C -1.07 -0.69 0.10 0.155
C 0.94 0.96 -0.08 -0.209
C 2.24 0.09 -0.01 -0.178
C 1.37 -1.19 0.04 0.142
O 0.07 -1.58 -0.07 -0.421
H -1.05 1.51 0.11 0.219
H -1.94 -1.14 0.06 0.206
H 0.93 2.09 -0.30 0.202
H 1.91 -2.08 -0.34 0.179
```

Results
E_tot   -267.92909 hartree
HOMO energy   -9.228 eV
Relative energy (zero: lowest compared OMol25 entry of this formula, charge and spin)   481.1 kJ/mol
E_LUMO   -0.6 eV
Multiplicity   1
Gap between HOMO and LUMO   8.62 eV
SMILES   C1=CC=COC=1

=====

[3]
Below is a molecular structure, C5H4O in a non-equilibrium geometry, with properties calculated with ωB97M-V with the def2-TZVPD basis set.

```
10
Properties=species:S:1:pos:R:3:nbo_charge:R:1
O 1.15 1.24 1.76 -0.612
C 0.41 1.48 0.71 0.359
C 0.62 0.89 -0.51 -0.257
C -0.29 -0.08 -0.27 -0.348
C -0.56 -1.27 -0.99 -0.033
C -0.89 -2.30 -1.48 -0.211
H 1.93 0.74 1.44 0.504
H -0.45 2.13 0.87 0.195
H -0.90 -0.06 0.66 0.173
H -1.16 -3.22 -1.94 0.231
```

Results
E_tot   -267.94726 hartree
HOMO energy   -8.995 eV
Relative energy (zero: lowest compared OMol25 entry of this formula, charge and spin)   433.4 kJ/mol
E_LUMO   0.3 eV
Multiplicity   1
Gap between HOMO and LUMO   9.33 eV